(1)
{"formula": "C49H51BrGeI3N10OS2Ti", "method": "wB97M-V/def2-TZVPD", "symbols": ["Ti", "S", "C", "N", "C", "C", "N", "C", "C", "C", "C", "C", "C", "C", "C", "S", "C", "C", "C", "C", "C", "C", "C", "H", "H", "H", "H", "H", "H", "H", "H", "H", "H", "H", "H", "H", "H", "H", "H", "H", "H", "I", "C", "I", "H", "H", "C", "N", "C", "N", "C", "N", "C", "C", "C", "C", "C", "C", "C", "N", "N", "C", "O", "C", "C", "C", "C", "C", "C", "N", "C", "N", "C", "N", "C", "H", "H", "H", "H", "H", "H", "H", "H", "H", "H", "H", "H", "H", "H", "H", "H", "Br", "C", "C", "C", "C", "C", "C", "I", "H", "H", "H", "H", "C", "Ge", "C", "C", "C", "H", "H", "H", "H", "H", "H", "H", "H", "H", "H", "H"], "positions_angstrom": [[-0.63, -0.86, 0.38], [-0.76, -1.76, 2.56], [-0.96, -0.45, 3.71], [-1.17, -0.76, 5.06], [-0.99, 0.34, 5.98], [-1.76, 1.55, 5.47], [-1.32, 1.88, 4.13], [-1.22, 3.29, 3.78], [-0.04, 3.97, 4.44], [-0.22, 4.98, 5.37], [0.87, 5.57, 6.00], [2.16, 5.15, 5.69], [2.35, 4.14, 4.76], [1.26, 3.55, 4.14], [-0.99, 0.82, 3.28], [-0.58, 1.16, 1.61], [-1.01, -2.10, 5.62], [0.34, -2.33, 6.25], [1.49, -2.36, 5.46], [2.74, -2.53, 6.04], [2.86, -2.68, 7.42], [1.72, -2.66, 8.21], [0.47, -2.48, 7.62], [0.06, 0.62, 6.09], [-1.37, 0.04, 6.96], [-1.57, 2.41, 6.12], [-2.84, 1.34, 5.49], [-2.14, 3.79, 4.07], [-1.13, 3.37, 2.70], [-1.23, 5.30, 5.61], [0.71, 6.36, 6.73], [3.01, 5.61, 6.18], [3.35, 3.82, 4.52], [1.41, 2.76, 3.41], [-1.19, -2.82, 4.83], [-1.79, -2.24, 6.37], [1.41, -2.25, 4.39], [3.63, -2.56, 5.42], [3.83, -2.81, 7.88], [1.80, -2.77, 9.28], [-0.42, -2.47, 8.24], [-4.18, 0.02, 2.21], [-5.42, -1.48, 1.37], [-4.62, -3.44, 1.44], [-5.59, -1.24, 0.33], [-6.35, -1.50, 1.93], [2.75, 2.90, -1.86], [2.17, 1.77, -1.12], [1.03, 1.15, -1.35], [0.95, 0.08, -0.56], [2.12, 0.13, 0.16], [2.89, 1.12, -0.16], [2.78, 2.65, -3.35], [2.74, 3.72, -4.23], [2.76, 3.51, -5.60], [2.78, 2.22, -6.11], [2.81, 1.14, -5.23], [2.84, 1.36, -3.86], [2.71, -0.22, -5.76], [2.57, -0.61, -6.97], [2.40, -2.00, -6.92], [2.45, -2.32, -5.68], [2.66, -1.25, -4.87], [2.24, -3.63, -5.05], [1.76, -4.69, -5.81], [1.52, -5.91, -5.20], [1.73, -6.07, -3.84], [2.21, -5.02, -3.08], [2.42, -5.17, -1.59], [1.44, -4.38, -0.82], [1.38, -3.07, -0.68], [0.27, -2.74, -0.03], [-0.34, -3.96, 0.19], [0.34, -4.96, -0.28], [2.47, -3.80, -3.69], [3.75, 3.01, -1.45], [2.18, 3.80, -1.63], [0.29, 1.48, -2.06], [2.37, -0.58, 0.94], [2.69, 4.73, -3.84], [2.74, 4.35, -6.28], [2.76, 2.04, -7.18], [2.88, 0.50, -3.20], [1.59, -4.55, -6.87], [1.15, -6.74, -5.79], [1.51, -7.02, -3.37], [3.41, -4.84, -1.29], [2.27, -6.20, -1.27], [2.14, -2.39, -1.01], [-1.28, -4.06, 0.71], [2.87, -2.97, -3.12], [-0.68, 4.11, -3.86], [-2.45, 4.61, -3.39], [-3.17, 5.36, -4.31], [-4.49, 5.68, -4.05], [-5.10, 5.25, -2.89], [-4.38, 4.51, -1.96], [-3.04, 4.20, -2.20], [-2.02, 3.11, -0.74], [-2.69, 5.68, -5.22], [-5.04, 6.26, -4.78], [-6.14, 5.48, -2.69], [-4.84, 4.19, -1.04], [-1.68, -3.51, -2.79], [-1.94, -1.58, -2.73], [-0.40, -0.80, -3.66], [-3.52, -1.16, -3.77], [-2.22, -0.88, -0.89], [-1.93, -3.84, -3.80], [-2.32, -4.04, -2.09], [-0.64, -3.80, -2.60], [-0.33, -1.28, -4.63], [0.54, -0.96, -3.13], [-0.54, 0.28, -3.84], [-3.35, -1.45, -4.81], [-3.74, -0.09, -3.74], [-4.38, -1.71, -3.40], [-3.00, -1.53, -0.46], [-2.63, 0.13, -0.98]], "lowdin_charge": [0.4761, 0.6583, -0.6865, -0.1296, -0.1292, -0.1215, -0.1303, -0.1459, -0.2114, -0.0475, -0.0787, -0.0875, -0.0787, -0.0371, -0.6972, 0.5691, -0.1492, -0.2128, -0.0422, -0.0811, -0.0885, -0.0778, -0.0459, 0.1404, 0.1322, 0.1280, 0.1271, 0.1290, 0.0683, 0.1118, 0.1047, 0.1033, 0.1026, 0.0986, 0.0858, 0.1253, 0.0797, 0.1005, 0.1028, 0.1048, 0.1115, 0.8715, -1.1711, 0.7302, -0.0411, -0.0429, -0.0384, -0.0806, -0.1722, -0.0895, -0.2153, 0.1673, -0.2090, -0.0713, -0.0507, 0.0007, -0.1236, 0.0230, -0.2947, 0.1411, 0.1409, -0.3032, 0.0993, -0.1289, 0.0003, -0.0403, -0.0165, -0.2040, -0.0449, -0.0812, -0.1186, -0.0566, -0.1999, 0.1644, 0.0165, 0.1398, 0.1338, 0.0897, 0.1295, 0.1193, 0.1168, 0.1236, 0.1210, 0.1233, 0.1152, 0.1212, 0.1387, 0.1310, 0.1337, 0.0966, 0.1155, 0.7538, -0.7237, -0.1304, -0.0698, -0.0727, -0.1542, -0.7316, 1.0212, 0.1019, 0.1120, 0.1111, 0.0937, -0.2005, 0.7420, -0.2084, -0.2074, -0.4112, 0.0325, 0.0257, -0.0063, 0.0351, -0.0041, 0.0224, 0.0284, 0.0240, 0.0266, -0.0483, -0.0531], "gap_ev": [5.39, 4.40], "fmax_ev_per_a": 1.65, "lumo_ha": [-0.1153, -0.1398], "relative_energy_kcal_mol": 19.05, "homo_ev": [-8.529, -8.201], "charge": 1, "spin_multiplicity": 1}


(2)
{"formula": "C31H32CoN2O5P2", "method": "wB97M-V/def2-TZVPD", "symbols": ["Co", "O", "C", "C", "N", "C", "C", "O", "O", "C", "C", "O", "O", "H", "H", "H", "H", "H", "H", "H", "H", "H", "C", "N", "P", "C", "C", "C", "C", "C", "C", "C", "C", "C", "C", "C", "C", "P", "C", "C", "C", "C", "C", "C", "C", "C", "C", "C", "C", "C", "H", "H", "H", "H", "H", "H", "H", "H", "H", "H", "H", "H", "H", "H", "H", "H", "H", "H", "H", "H", "H", "H", "H"], "positions_angstrom": [[-0.21, -0.04, 0.29], [1.26, -0.54, -0.98], [2.00, -1.56, -0.25], [1.05, -2.57, 0.35], [-0.05, -1.86, 1.05], [-1.35, -2.51, 0.75], [-1.80, -2.08, -0.65], [-2.50, -2.76, -1.34], [-1.33, -0.89, -0.97], [0.06, -1.61, 2.50], [-0.93, -0.47, 2.82], [-1.32, -0.29, 3.94], [-1.29, 0.24, 1.77], [0.75, -0.94, -1.70], [2.54, -1.02, 0.52], [2.73, -2.03, -0.92], [1.57, -3.26, 1.01], [0.59, -3.16, -0.44], [-2.10, -2.16, 1.46], [-1.27, -3.60, 0.82], [1.07, -1.29, 2.75], [-0.19, -2.49, 3.09], [0.78, 4.19, 0.27], [0.47, 2.77, 0.30], [1.28, 1.57, 1.20], [3.03, 1.93, 0.92], [3.67, 1.56, -0.27], [4.99, 1.93, -0.50], [5.67, 2.69, 0.43], [5.04, 3.09, 1.60], [3.73, 2.71, 1.84], [1.01, 1.91, 2.94], [-0.06, 2.69, 3.37], [-0.30, 2.84, 4.73], [0.52, 2.21, 5.65], [1.58, 1.42, 5.23], [1.83, 1.27, 3.88], [-0.67, 1.93, -0.61], [-2.26, 2.75, -0.46], [-3.17, 2.40, 0.54], [-4.35, 3.11, 0.66], [-4.63, 4.18, -0.18], [-3.72, 4.53, -1.17], [-2.54, 3.82, -1.31], [-0.23, 2.00, -2.35], [1.07, 2.33, -2.74], [1.43, 2.28, -4.08], [0.49, 1.88, -5.03], [-0.79, 1.53, -4.64], [-1.16, 1.58, -3.31], [1.08, 4.53, 1.26], [-0.11, 4.75, -0.02], [1.59, 4.41, -0.44], [3.14, 1.00, -1.03], [5.47, 1.63, -1.42], [6.70, 2.98, 0.25], [5.56, 3.70, 2.33], [3.25, 3.02, 2.76], [-0.72, 3.15, 2.65], [-1.13, 3.44, 5.06], [0.32, 2.32, 6.71], [2.22, 0.93, 5.95], [2.68, 0.68, 3.55], [-2.96, 1.57, 1.20], [-5.07, 2.83, 1.43], [-5.55, 4.73, -0.08], [-3.93, 5.36, -1.83], [-1.85, 4.09, -2.10], [1.80, 2.62, -1.99], [2.43, 2.56, -4.38], [0.77, 1.85, -6.07], [-1.51, 1.20, -5.38], [-2.16, 1.29, -3.01]], "lowdin_charge": [0.3227, -0.1420, -0.1480, -0.1002, -0.2082, -0.0389, -0.5749, 0.1190, -0.1062, -0.0499, -0.5917, 0.1231, -0.1447, 0.1337, 0.1086, 0.1421, 0.1484, 0.1416, 0.1461, 0.1490, 0.1262, 0.1468, -0.0828, -0.4375, 1.0465, -0.3132, -0.1003, -0.0603, -0.0566, -0.0526, -0.0792, -0.3666, -0.0745, -0.0481, -0.0508, -0.0546, -0.1172, 1.0122, -0.3072, -0.0599, -0.0551, -0.0561, -0.0613, -0.0914, -0.3347, -0.0855, -0.0622, -0.0596, -0.0532, -0.0757, 0.0863, 0.0850, 0.0834, 0.0865, 0.1126, 0.1143, 0.1150, 0.1034, 0.1075, 0.1160, 0.1146, 0.1137, 0.1132, 0.0929, 0.1141, 0.1133, 0.1124, 0.1090, 0.0817, 0.1108, 0.1125, 0.1152, 0.1214], "gap_ev": [8.65, 8.65], "fmax_ev_per_a": 0.79, "lumo_ha": [-0.1185, -0.1185], "relative_energy_kcal_mol": 0.00, "homo_ev": [-11.871, -11.870], "charge": 1, "spin_multiplicity": 1}


(3)
{"formula": "C4H7N3", "method": "wB97M-V/def2-TZVPD", "symbols": ["C", "C", "C", "C", "H", "H", "H", "H", "H", "H", "H", "N", "N", "N"], "positions_angstrom": [[1.62, 2.58, -1.38], [1.55, 1.52, -0.42], [0.21, -0.09, 0.53], [-2.04, -2.73, 0.82], [0.75, 2.57, -2.07], [2.09, 3.66, -1.38], [2.42, 1.85, 0.51], [1.17, -0.26, 1.20], [-1.22, -0.73, -0.40], [-2.34, -4.05, 1.04], [-3.00, -1.94, 0.55], [0.47, 0.63, -0.66], [-0.83, -0.80, 0.59], [-0.87, -2.19, 1.06]], "lowdin_charge": [-0.0771, -0.3260, -0.2602, -0.1054, 0.0246, 0.0673, 0.1663, 0.1604, 0.1584, 0.1656, 0.1254, 0.0013, -0.0673, -0.0333], "gap_ev": 7.94, "fmax_ev_per_a": 10.07, "lumo_ha": 0.0095, "relative_energy_kcal_mol": 158.94, "homo_ev": -7.677, "spin_multiplicity": 1}